{
  "formula": "C5H12N",
  "method": "ωB97M-V with the def2-TZVPD basis set",
  "symbols": ["C", "C", "C", "C", "C", "N", "H", "H", "H", "H", "H", "H", "H", "H", "H", "H", "H", "H"],
  "coordinates": [[1.902, 0.998, -0.455], [0.747, 0.060, -0.277], [-0.515, 0.581, 0.583], [-1.782, 0.393, -0.200], [-2.759, -0.572, -0.016], [1.128, -1.310, 0.237], [2.350, 1.466, 0.419], [2.771, 0.462, -0.883], [1.645, 1.689, -1.255], [0.227, -0.034, -1.233], [-0.310, 1.655, 0.617], [-0.578, 0.099, 1.558], [-1.937, 1.266, -0.818], [-3.802, -0.528, -0.294], [-2.562, -1.293, 0.788], [0.274, -1.796, 0.534], [1.637, -1.198, 1.121], [1.563, -1.938, -0.426]],
  "mulliken_charge": [-1.49, -0.05, -1.06, -0.54, -1.01, -0.30, 0.36, 0.42, 0.42, 0.43, 0.19, 0.69, 0.39, 0.27, 0.20, 0.34, 0.35, 0.39],
  "multiplicity": 2,
  "s2": 0.75,
  "orbital_gap_ev": [2.33, 6.73],
  "lumo_energy_ev": [-0.1, -0.3],
  "de_lowest_kcal_mol": 84.0
}



{
  "formula": "C32H61Br3O12",
  "method": "ωB97M-V with the def2-TZVPD basis set",
  "symbols": ["C", "C", "C", "O", "C", "O", "O", "H", "H", "H", "H", "H", "H", "C", "C", "O", "C", "H", "H", "H", "H", "H", "H", "C", "C", "O", "C", "H", "H", "H", "H", "H", "H", "C", "C", "O", "C", "H", "H", "H", "H", "H", "H", "C", "C", "O", "C", "H", "H", "H", "H", "H", "H", "C", "C", "O", "C", "H", "H", "H", "H", "H", "H", "C", "C", "O", "C", "H", "H", "H", "H", "H", "H", "C", "C", "O", "C", "H", "H", "H", "H", "H", "H", "C", "C", "O", "C", "H", "H", "H", "H", "H", "H", "C", "C", "O", "C", "H", "H", "H", "H", "H", "H", "C", "Br", "Br", "Br", "H"],
  "coordinates": [[1.787, -2.332, 0.025], [1.116, -1.085, 0.666], [0.296, -0.339, -0.353], [-0.899, -0.111, 0.329], [-0.998, -0.969, 1.322], [-2.051, -1.122, 1.988], [0.179, -1.551, 1.579], [2.172, -2.022, -0.946], [1.044, -3.117, -0.116], [2.663, -2.612, 0.610], [1.788, -0.419, 1.208], [0.079, -0.985, -1.204], [0.851, 0.527, -0.714], [0.302, 0.873, 4.034], [1.432, 1.625, 3.404], [1.416, 2.003, 2.241], [2.506, 1.960, 4.367], [0.248, -0.097, 3.540], [-0.632, 1.412, 3.874], [0.420, 0.828, 5.117], [2.073, 2.310, 5.304], [3.207, 2.596, 3.826], [3.053, 1.079, 4.701], [-2.560, 1.938, -2.919], [-1.460, 2.396, -3.894], [-1.698, 3.073, -4.953], [-0.071, 1.942, -3.714], [-2.923, 0.933, -3.138], [-3.368, 2.651, -3.081], [-2.171, 2.009, -1.903], [0.561, 2.760, -3.367], [0.225, 1.520, -4.675], [-0.085, 1.173, -2.941], [-0.804, -3.204, 6.153], [-1.447, -4.219, 5.212], [-1.762, -5.339, 5.581], [-1.546, -3.865, 3.777], [-0.952, -2.132, 6.024], [0.274, -3.349, 6.228], [-1.260, -3.488, 7.102], [-0.632, -3.473, 3.331], [-2.266, -3.050, 3.703], [-1.940, -4.696, 3.193], [5.595, -1.199, -0.498], [6.318, -0.545, 0.711], [5.761, -0.305, 1.805], [7.664, 0.043, 0.414], [4.511, -1.080, -0.485], [5.903, -2.241, -0.580], [5.879, -0.665, -1.405], [8.092, 0.704, 1.167], [7.587, 0.543, -0.552], [8.377, -0.781, 0.376], [3.491, 2.203, -0.573], [3.231, 2.178, -2.112], [2.569, 1.281, -2.629], [3.901, 3.296, -2.905], [3.554, 3.214, -0.173], [4.476, 1.786, -0.361], [2.773, 1.544, -0.085], [3.806, 3.124, -3.977], [4.952, 3.377, -2.625], [3.412, 4.270, -2.889], [-3.972, -4.037, 0.815], [-5.189, -3.173, 0.702], [-6.259, -3.660, 0.503], [-4.933, -1.690, 0.845], [-4.298, -5.049, 1.055], [-3.342, -3.580, 1.578], [-3.376, -3.884, -0.084], [-3.873, -1.506, 0.670], [-5.415, -1.295, 1.739], [-5.513, -1.269, 0.024], [-2.607, -2.682, -4.435], [-2.092, -2.764, -3.001], [-2.432, -1.936, -2.204], [-1.081, -3.801, -2.647], [-1.818, -2.222, -5.030], [-3.458, -2.001, -4.464], [-2.849, -3.685, -4.787], [-0.765, -3.873, -1.607], [-0.137, -3.755, -3.190], [-1.488, -4.742, -3.018], [0.175, 3.651, -0.534], [0.439, 5.005, -1.159], [0.743, 5.139, -2.340], [0.086, 6.272, -0.320], [0.448, 2.872, -1.246], [-0.876, 3.562, -0.259], [0.822, 3.567, 0.339], [0.822, 6.513, 0.447], [-0.909, 6.162, 0.113], [-0.004, 7.170, -0.931], [-3.867, 1.726, 1.511], [-4.983, 2.577, 0.952], [-4.824, 3.687, 0.563], [-6.368, 1.903, 0.790], [-4.172, 1.226, 2.430], [-2.994, 2.371, 1.617], [-3.597, 0.893, 0.863], [-6.372, 1.359, -0.155], [-7.114, 2.697, 0.823], [-6.632, 1.239, 1.613], [3.292, -2.195, -4.278], [3.749, -3.043, -6.001], [3.569, -3.628, -2.923], [1.426, -1.501, -4.352], [4.022, -1.394, -4.165]],
  "mulliken_charge": [-1.38, 0.50, 1.23, 0.28, 0.37, -0.55, -0.34, -0.01, 0.33, 0.45, 0.22, -0.37, -0.77, -0.57, 0.80, -0.44, -1.51, -0.10, 0.27, 0.46, 0.39, 0.35, 0.37, -0.66, 0.60, -0.19, 0.19, 0.30, 0.43, 0.06, 0.01, 0.64, -0.38, -1.08, 0.44, -0.57, -0.32, 0.31, 0.27, 0.36, 0.13, 0.10, 0.36, -0.64, 0.79, -0.57, -1.19, -0.15, 0.49, 0.33, 0.34, 0.30, 0.36, -0.44, 0.86, -0.46, -1.42, 0.38, 0.34, -0.32, 0.37, 0.42, 0.30, -0.13, 0.29, -0.59, -0.07, 0.41, -0.20, -0.05, -0.34, 0.31, 0.27, -1.16, 0.91, -0.45, -1.06, 0.23, 0.31, 0.41, 0.14, 0.25, 0.48, 0.40, 0.60, -0.56, -1.39, -0.83, 0.54, 0.10, 0.32, 0.36, 0.38, -0.24, 0.54, -0.55, -1.05, 0.46, 0.26, -0.28, 0.19, 0.37, 0.35, -0.48, -0.03, -0.04, 0.06, 0.45],
  "multiplicity": 2,
  "s2": 0.76,
  "orbital_gap_ev": [5.76, 2.44],
  "lumo_energy_ev": [-5.1, -8.4],
  "total_charge": 1
}



{
  "formula": "C36H40CdN4OS3",
  "method": "ωB97M-V with the def2-TZVPD basis set",
  "symbols": ["Cd", "C", "C", "N", "N", "C", "S", "S", "C", "C", "C", "C", "C", "C", "C", "C", "C", "C", "C", "C", "C", "O", "H", "H", "H", "H", "H", "H", "H", "H", "H", "H", "H", "H", "H", "H", "C", "C", "C", "C", "C", "C", "C", "C", "C", "C", "H", "H", "H", "H", "H", "H", "H", "H", "H", "H", "H", "H", "H", "H", "H", "C", "C", "C", "C", "C", "C", "C", "C", "H", "H", "H", "H", "H", "C", "N", "C", "N", "S", "H", "H", "H", "H", "H", "H"],
  "coordinates": [[0.902, 0.201, -0.464], [-2.167, -2.383, -2.693], [-0.919, -1.583, -2.431], [-0.838, -0.866, -1.370], [-2.008, -0.758, -0.632], [-1.970, -1.096, 0.617], [-0.743, -1.804, 1.529], [-3.588, -0.791, 1.388], [-3.785, -2.422, 2.178], [-4.305, -3.412, 1.172], [-5.666, -3.530, 0.901], [-6.116, -4.379, -0.098], [-5.213, -5.134, -0.840], [-3.858, -5.029, -0.567], [-3.409, -4.175, 0.438], [0.175, -1.639, -3.423], [-0.158, -1.895, -4.759], [0.778, -1.953, -5.766], [2.130, -1.776, -5.438], [2.498, -1.531, -4.142], [1.546, -1.433, -3.082], [1.971, -1.204, -1.897], [-2.599, -2.706, -1.749], [-2.942, -1.772, -3.163], [-1.979, -3.246, -3.328], [-2.811, -2.722, 2.573], [-4.467, -2.312, 3.022], [-6.369, -2.939, 1.477], [-7.178, -4.466, -0.302], [-5.558, -5.785, -1.635], [-3.140, -5.609, -1.133], [-2.345, -4.066, 0.627], [-1.207, -2.021, -5.004], [0.470, -2.117, -6.788], [2.885, -1.811, -6.224], [3.532, -1.386, -3.857], [-0.424, 2.065, -2.587], [0.868, 2.140, -2.012], [0.742, 2.868, -0.777], [-0.614, 3.197, -0.613], [-1.327, 2.675, -1.711], [-2.813, 2.740, -1.894], [-1.227, 3.982, 0.501], [1.897, 3.450, -0.023], [2.164, 1.942, -2.747], [-0.800, 1.478, -3.915], [-3.131, 3.575, -2.541], [-3.328, 2.857, -0.940], [-3.202, 1.818, -2.334], [-1.790, 4.845, 0.132], [-0.475, 4.361, 1.202], [-1.930, 3.399, 1.123], [2.247, 4.392, -0.462], [2.747, 2.765, -0.004], [1.643, 3.640, 1.026], [2.947, 1.511, -2.111], [2.553, 2.885, -3.152], [2.057, 1.252, -3.581], [-1.133, 2.265, -4.610], [-1.618, 0.747, -3.838], [0.027, 0.939, -4.376], [2.426, 0.133, 1.021], [3.295, -0.273, 1.765], [4.259, -0.778, 2.679], [3.850, -1.180, 3.957], [4.770, -1.718, 4.848], [6.104, -1.847, 4.484], [6.516, -1.451, 3.220], [5.605, -0.915, 2.323], [2.804, -1.090, 4.220], [4.427, -2.051, 5.825], [6.818, -2.273, 5.182], [7.555, -1.584, 2.925], [5.909, -0.621, 1.329], [1.873, 4.111, 5.299], [1.361, 2.973, 4.590], [0.109, 2.901, 4.072], [-0.704, 4.002, 4.279], [-0.411, 1.592, 3.231], [2.950, 3.994, 5.425], [1.450, 4.211, 6.307], [1.701, 5.045, 4.752], [1.965, 2.231, 4.266], [-0.617, 4.519, 5.142], [-1.647, 3.834, 3.967]],
  "mulliken_charge": [1.86, -1.44, 0.72, 1.00, -0.96, 0.09, -0.54, -0.16, -1.37, 0.69, -0.51, -0.44, -0.44, -0.42, -0.24, -0.22, -0.67, -0.81, -0.26, -0.50, 0.63, -1.12, 0.02, 0.23, 0.59, 0.41, 0.51, 0.35, 0.34, 0.35, 0.39, 0.30, 0.31, 0.35, 0.32, 0.42, 1.22, -0.40, 1.02, 1.02, 0.15, -1.84, -1.78, -1.50, -1.67, -1.76, 0.27, 0.37, 0.36, 0.35, 0.34, 0.22, 0.22, 0.32, 0.25, 0.21, 0.35, 0.37, 0.47, 0.15, 0.31, -1.32, 0.22, 0.47, -0.52, -0.41, -0.42, -0.36, -0.44, 0.50, 0.35, 0.34, 0.34, 0.44, -1.12, -0.12, 0.11, -0.46, -0.06, 0.36, 0.30, 0.34, 0.20, 0.18, 0.27],
  "orbital_gap_ev": 4.91,
  "lumo_energy_ev": 4.0,
  "total_charge": -2,
  "de_lowest_kcal_mol": 9.7
}



{
  "formula": "C24H57ClNO24P4S2",
  "method": "ωB97M-V with the def2-TZVPD basis set",
  "symbols": ["Cl", "O", "O", "O", "O", "C", "C", "C", "S", "O", "O", "C", "H", "H", "H", "H", "H", "H", "H", "H", "C", "C", "C", "S", "O", "O", "C", "H", "H", "H", "H", "H", "H", "H", "H", "C", "O", "P", "O", "O", "C", "O", "C", "H", "H", "H", "H", "H", "H", "H", "H", "H", "C", "O", "P", "O", "O", "C", "O", "C", "H", "H", "H", "H", "H", "H", "H", "H", "H", "C", "O", "P", "O", "O", "C", "O", "C", "H", "H", "H", "H", "H", "H", "H", "H", "H", "C", "O", "P", "O", "O", "C", "O", "C", "H", "H", "H", "H", "H", "H", "H", "H", "H", "N", "C", "C", "C", "C", "H", "H", "H", "H", "H"],
  "coordinates": [[-15.703, 13.499, -13.196], [-16.087, 14.195, -11.967], [-15.290, 12.117, -12.927], [-16.747, 13.324, -14.116], [-14.611, 14.248, -13.694], [-23.362, 12.706, -11.302], [-23.663, 14.192, -11.527], [-23.680, 14.838, -10.150], [-22.338, 14.023, -9.276], [-22.908, 13.519, -8.030], [-21.183, 14.908, -9.201], [-22.055, 12.683, -10.448], [-23.377, 12.095, -12.204], [-24.190, 12.259, -10.752], [-24.621, 14.312, -12.033], [-22.886, 14.613, -12.166], [-24.526, 14.562, -9.521], [-23.799, 15.920, -10.095], [-21.765, 11.739, -9.987], [-21.219, 13.000, -11.071], [-9.676, 12.612, -7.923], [-8.945, 13.411, -6.902], [-9.842, 14.598, -6.444], [-10.600, 15.147, -8.049], [-9.673, 15.961, -8.803], [-11.901, 15.760, -7.750], [-10.679, 13.450, -8.760], [-10.349, 11.891, -7.459], [-9.025, 11.942, -8.485], [-8.056, 13.803, -7.395], [-8.591, 12.841, -6.043], [-9.458, 15.511, -5.989], [-10.703, 14.233, -5.883], [-10.467, 13.501, -9.828], [-11.704, 13.080, -8.729], [-9.297, 16.603, -20.867], [-10.351, 17.087, -20.043], [-10.012, 18.212, -18.901], [-9.425, 19.508, -19.353], [-11.368, 18.314, -17.993], [-12.543, 18.823, -18.577], [-8.942, 17.447, -17.930], [-9.282, 16.214, -17.299], [-9.028, 15.556, -20.727], [-8.415, 17.229, -20.729], [-9.563, 16.711, -21.918], [-12.464, 19.019, -19.646], [-12.893, 19.758, -18.138], [-13.358, 18.113, -18.442], [-8.654, 15.415, -17.694], [-10.333, 15.930, -17.347], [-9.012, 16.260, -16.244], [-25.589, 15.989, -21.323], [-25.704, 16.565, -20.042], [-26.032, 15.778, -18.625], [-26.342, 16.605, -17.422], [-27.161, 14.784, -19.202], [-28.461, 15.104, -19.763], [-24.725, 14.767, -18.465], [-23.426, 15.378, -18.160], [-24.516, 15.922, -21.504], [-26.140, 16.564, -22.068], [-25.976, 14.975, -21.416], [-29.254, 14.886, -19.048], [-28.758, 14.486, -20.610], [-28.569, 16.168, -19.977], [-23.343, 16.416, -17.839], [-22.752, 15.172, -18.992], [-22.992, 14.761, -17.373], [-17.879, 10.331, -21.019], [-17.801, 8.971, -20.828], [-17.770, 7.887, -22.053], [-19.008, 7.822, -22.924], [-16.447, 8.237, -22.885], [-15.208, 8.233, -22.190], [-17.402, 6.461, -21.341], [-17.177, 5.362, -22.186], [-17.761, 10.854, -20.069], [-18.877, 10.562, -21.391], [-17.238, 10.755, -21.791], [-14.718, 9.207, -22.202], [-14.678, 7.394, -22.640], [-15.286, 8.143, -21.106], [-16.211, 4.921, -21.937], [-16.976, 5.593, -23.232], [-17.906, 4.564, -22.048], [-19.171, 19.722, -13.602], [-20.398, 20.246, -13.104], [-20.643, 20.876, -11.607], [-19.818, 20.353, -10.548], [-20.552, 22.419, -11.929], [-20.659, 23.388, -10.947], [-22.237, 20.677, -11.401], [-23.071, 20.985, -12.551], [-18.674, 20.286, -14.391], [-19.391, 18.741, -14.023], [-18.562, 19.650, -12.701], [-19.743, 23.967, -10.834], [-21.088, 23.031, -10.011], [-21.407, 24.106, -11.284], [-24.016, 21.366, -12.161], [-23.221, 20.074, -13.130], [-22.595, 21.710, -13.211], [-12.454, 10.306, -17.474], [-11.745, 11.099, -18.387], [-10.760, 10.316, -18.934], [-10.829, 9.073, -18.406], [-11.887, 9.067, -17.539], [-13.121, 10.631, -16.789], [-12.014, 12.144, -18.440], [-10.106, 10.669, -19.718], [-10.219, 8.219, -18.660], [-12.226, 8.326, -16.830]],
  "mulliken_charge": [1.58, -0.64, -0.68, -0.63, -0.63, -0.65, -0.56, -0.70, 1.08, -0.67, -0.63, -0.66, 0.35, 0.31, 0.32, 0.30, 0.35, 0.40, 0.39, 0.37, -0.62, -0.55, -0.73, 1.04, -0.62, -0.64, -0.61, 0.25, 0.36, 0.30, 0.35, 0.42, 0.31, 0.35, 0.39, -0.72, -0.29, 1.04, -0.69, -0.27, -0.70, -0.33, -0.68, 0.25, 0.35, 0.29, 0.31, 0.27, 0.28, 0.27, 0.34, 0.28, -0.67, -0.32, 1.06, -0.66, -0.32, -0.69, -0.33, -0.71, 0.26, 0.26, 0.33, 0.29, 0.27, 0.32, 0.34, 0.27, 0.29, -0.70, -0.26, 1.08, -0.70, -0.31, -0.78, -0.33, -0.75, 0.26, 0.30, 0.30, 0.32, 0.28, 0.37, 0.29, 0.34, 0.29, -0.62, -0.29, 1.00, -0.65, -0.25, -0.74, -0.32, -0.59, 0.24, 0.22, 0.32, 0.25, 0.34, 0.28, 0.25, 0.23, 0.33, -0.01, -0.55, -0.33, -0.39, -0.55, 0.24, 0.44, 0.38, 0.39, 0.40],
  "orbital_gap_ev": 7.38,
  "lumo_energy_ev": 1.7,
  "total_charge": -1,
  "de_lowest_kcal_mol": 128.1
}



Table of energy (eV), in record order: -6864.1232, -268859.7675, -83058.7420, -147789.8396